DFT (ωB97M-V with the def2-TZVPD basis set) results for C16H35NOP2SiY as an isolated structure.

Geometry (Å):
Y: -0.72531 0.32823 0.29416
H: 2.05720 -0.26959 -1.14553
H: 1.77569 -0.97395 -1.11257
P: 0.82966 2.53576 -0.38838
P: -0.96184 -2.45209 -0.14501
C: -1.00749 -3.64536 1.24295
H: -1.50190 -4.55916 0.87932
H: 0.02365 -3.86896 1.56792
H: -1.57155 -3.23074 2.09091
C: -2.73644 -2.55924 -0.62165
H: -2.89493 -2.01795 -1.56576
H: -2.98072 -3.62218 -0.73908
H: -3.38274 -2.11632 0.15042
C: -0.26454 -3.56149 -1.41838
H: 0.77524 -3.80440 -1.16262
H: -0.86625 -4.48011 -1.46141
H: -0.27955 -3.04982 -2.38716
C: -0.51328 3.68776 -0.84566
H: -0.08875 4.69243 -0.89722
H: -0.91871 3.39905 -1.81885
H: -1.33735 3.68453 -0.12366
C: 1.65816 3.46822 0.96254
H: 2.68147 3.08133 1.08377
H: 1.69889 4.52942 0.67344
H: 1.13112 3.35895 1.92046
C: 2.00310 2.95380 -1.71901
H: 1.62568 2.57637 -2.67234
H: 2.11461 4.04314 -1.77116
H: 2.97954 2.49646 -1.52705
C: 0.98863 -0.37584 1.79070
O: 1.59267 -0.63096 2.74441
H: -1.03806 0.28014 -1.59653
C: -1.70932 4.16774 2.47879
Si: -2.13699 2.44639 3.08957
C: -0.91099 1.96190 4.42656
C: -3.86897 2.57341 3.80845
N: -2.10340 1.20696 1.84704
C: -2.92608 0.08366 2.10780
C: -2.53194 -0.88102 3.07914
C: -3.50047 -1.70181 3.64531
C: -4.82533 -1.61929 3.22172
C: -5.18494 -0.81790 2.12752
C: -4.22311 -0.00544 1.52951
H: -1.77500 4.84118 3.34746
H: -0.69580 4.24682 2.06996
H: -2.43083 4.51844 1.72926
H: -0.78338 2.82348 5.10286
H: -1.28099 1.10540 5.00763
H: 0.06146 1.69057 3.98933
H: -4.61093 2.81009 3.03278
H: -4.19110 1.65109 4.31041
H: -3.85311 3.39390 4.54732
H: -1.48453 -0.90494 3.39075
H: -3.22397 -2.39813 4.44253
H: -5.58827 -2.21672 3.71768
H: -6.21627 -0.78221 1.76616
H: -4.46246 0.68553 0.70976

lowest unoccupied orbital energy	-4.25	eV
energy	-1770.9788	hartree
HOMO energy	-11.1	eV
HOMO-LUMO gap	6.82	eV
total charge	+1